Below is a molecular structure, C12H12N3O8PdS2, with properties calculated with the ωB97M-V functional and the def2-TZVPD basis.

Structure (ORCA input):
```
! wB97M-V def2-TZVPD RIJCOSX def2/J DEFGRID3
* xyz -1 1
N -0.929 2.791 5.747
C 0.894 -2.804 -0.944
H 0.136 -4.785 -0.974
O -0.510 2.225 -0.947
O -1.648 1.141 1.415
S -0.792 -2.316 -0.451
C -1.867 2.567 -1.328
C -1.199 1.686 2.482
C 2.249 -4.793 -1.302
C -1.382 2.250 4.832
H 2.298 -5.870 -1.395
H -2.906 4.212 -2.220
C -3.071 0.819 3.804
C 1.025 -4.180 -1.073
C 2.051 -2.010 -1.066
N -4.057 0.233 3.920
O 1.041 0.245 -1.874
O 3.496 0.090 -1.618
H -1.397 3.802 -3.042
C -1.877 1.565 3.704
N -0.075 2.456 2.406
H -2.274 1.752 -1.930
H -0.014 1.924 -1.735
H 0.422 2.665 3.257
O -0.561 -1.558 0.826
C 3.385 -4.016 -1.389
O 2.035 0.276 0.308
O -1.540 -3.537 -0.359
H 4.358 -4.461 -1.551
Pd -0.392 0.372 0.009
S 2.200 -0.201 -1.062
H 4.148 -2.016 -1.384
C -1.877 3.887 -2.066
H -1.357 4.651 -1.488
C 3.270 -2.637 -1.280
H 0.487 2.341 1.576
O -1.350 -1.377 -1.415
H -2.423 2.606 -0.394
*
```

The frontier orbital gap (spin up / spin down) comes out at 6.89 / 6.85 eV. The value obtained for the energy above the lowest of the compared OMol25 structures with the same formula, charge and spin is 22.4 kcal/mol. For the LUMO energy (spin up / spin down), the calculation gives 1.31 / 1.27 eV.

Below is a single C12H12N4O molecule, with properties calculated with the ωB97M-V functional and the def2-TZVPD basis.

Structure (ORCA input):
```
! wB97M-V def2-TZVPD RIJCOSX def2/J DEFGRID3
* xyz 0 1
C 3.577 0.498 0.027
H -3.749 -2.295 -0.055
H -6.162 0.131 0.477
H -0.168 2.071 -0.501
C -3.330 -1.303 0.006
H -1.306 -1.960 0.319
C -1.463 0.175 0.279
O 0.629 -0.471 1.170
C 4.942 0.365 -0.224
H 6.173 -1.450 -0.504
C -2.375 1.225 0.178
N 0.513 1.453 -0.073
C 4.030 -1.664 -0.095
C -1.977 -1.120 0.211
H 3.569 2.586 0.216
H -5.916 -1.337 -0.488
N 1.679 2.159 0.086
C -4.150 -0.183 -0.123
C 2.885 1.743 0.130
C -0.005 0.348 0.514
C -5.620 -0.300 -0.363
H -2.072 2.259 0.291
H 5.638 1.172 -0.342
N 3.051 -0.761 0.080
H 3.830 -2.718 -0.065
C 5.220 -0.999 -0.310
H -5.893 0.267 -1.250
N -3.664 1.050 -0.022
H 2.111 -0.941 0.432
*
```

The frontier orbital gap comes out at 8.29 eV. The value obtained for the energy above the lowest of the compared OMol25 structures with the same formula, charge and spin is 0.0 kcal/mol. For the LUMO energy, the calculation gives 0.26 eV. Its SMILES is Cc1ccc(C(=O)N/N=C\c2ccc[nH]2)cn1.

Below is a molecular structure, C12H12N4OPtS7, with properties calculated with the ωB97M-V functional and the def2-TZVPD basis.

Structure (ORCA input):
```
! wB97M-V def2-TZVPD RIJCOSX def2/J DEFGRID3
* xyz 0 3
C 0.674 2.337 1.105
N 1.747 -1.167 -2.612
H 3.267 1.240 -1.158
H 2.725 -0.283 3.726
C -1.009 1.553 -1.938
H 0.023 4.618 -0.641
S -1.529 -1.450 2.189
C 1.651 -0.145 3.605
H 1.294 -2.036 -2.379
H -0.918 -0.268 -3.037
C -1.641 0.510 -2.795
H 2.735 1.145 -2.805
Pt -0.095 -0.688 0.493
S 1.833 2.651 3.317
S -3.582 -3.612 2.281
H 1.521 -0.727 -3.488
S 2.477 -1.171 -0.072
C -2.078 -3.137 0.130
C -2.337 -2.732 1.412
S -1.040 3.221 -2.352
H 1.237 -1.005 3.082
N 0.774 1.074 1.646
O -4.836 -5.588 1.071
C 1.370 1.079 2.803
H -2.443 0.024 -2.240
H -2.041 0.938 -3.712
C 2.332 -0.492 -1.605
H 1.197 -0.076 4.593
S -3.014 -4.482 -0.478
S -0.908 -2.415 -0.887
C -3.988 -4.745 0.984
C -0.218 3.604 -0.905
C 0.026 2.466 -0.204
N -0.420 1.314 -0.805
C 1.200 3.320 1.878
H 1.238 4.377 1.683
N 2.775 0.748 -1.883
*
```

The frontier orbital gap (spin up / spin down) comes out at 5.79 / 6.11 eV. The value obtained for the energy above the lowest of the compared OMol25 structures with the same formula, charge and spin is 0.0 kcal/mol. For the LUMO energy (spin up / spin down), the calculation gives -0.10 / -0.89 eV. The expectation value of S² is 2.02.

Below is 2 unconnected molecules or ions with the total composition C12H12P2, with properties calculated with the ωB97M-V functional and the def2-TZVPD basis.

Structure (ORCA input):
```
! wB97M-V def2-TZVPD RIJCOSX def2/J DEFGRID3
* xyz 0 1
C 0.109 -0.978 3.000
H 0.988 -0.666 0.041
C 0.879 -0.476 -0.990
H -1.332 0.826 -3.379
P -3.192 -0.468 -0.123
C -0.354 0.421 -2.922
C 1.791 -0.564 -3.224
H -3.376 0.036 -1.336
H 2.587 -0.813 -3.920
H -1.525 -1.383 1.614
H 0.491 0.237 -4.799
C 0.657 0.012 -3.778
C -0.935 0.624 1.532
C -0.079 1.514 2.131
C 1.960 -0.797 -1.853
C -0.215 0.210 -1.577
H 1.877 -0.398 4.137
C -0.833 -0.655 1.988
H 1.736 1.961 3.298
H 0.399 -2.020 3.231
H -4.416 -0.009 0.048
H 2.699 -1.423 -1.581
C 1.109 -0.098 3.491
C 0.964 1.146 2.973
P -2.020 1.259 0.274
H 0.028 2.504 1.725
*
```

The frontier orbital gap (spin up / spin down) comes out at 7.32 / 7.39 eV. The value obtained for the energy above the lowest of the compared OMol25 structures with the same formula, charge and spin is 93.0 kcal/mol. For the LUMO energy (spin up / spin down), the calculation gives -0.68 / -0.89 eV.

Below is 2 unconnected molecules or ions with the total composition C12H12Si, with properties calculated with the ωB97M-V functional and the def2-TZVPD basis.

Structure (ORCA input):
```
! wB97M-V def2-TZVPD RIJCOSX def2/J DEFGRID3
* xyz 0 1
H -4.677 -1.667 0.827
C 0.320 2.511 -0.251
H -4.243 -1.161 -1.766
C -2.255 -0.475 -1.333
H 2.718 -1.814 1.352
H -1.944 -0.621 -2.419
H 3.389 -1.548 3.147
C 1.511 0.262 -2.064
C -1.648 -0.176 0.841
C -3.760 -1.162 0.472
C -2.773 -0.800 1.284
H -2.953 -0.887 2.367
C -1.262 -0.010 -0.434
C 2.286 -0.141 -3.018
C 0.217 3.662 0.111
H 3.471 0.506 0.813
C -3.539 -0.979 -0.949
H 3.745 0.615 2.611
H -1.023 0.128 1.778
C 3.071 -1.177 2.105
H 2.123 -0.038 -4.057
H 0.196 4.575 0.667
Si 0.297 0.815 -0.996
H 3.294 -0.489 -2.850
C 3.439 0.071 1.759
*
```

The frontier orbital gap (spin up / spin down) comes out at 8.15 / 8.15 eV. The value obtained for the energy above the lowest of the compared OMol25 structures with the same formula, charge and spin is 90.3 kcal/mol. For the LUMO energy (spin up / spin down), the calculation gives 0.24 / 0.23 eV. Its SMILES is C#C[Si](=C=C)c1ccccc1.C=C.

Below is a molecular structure, C12H13AlBrO2, with properties calculated with the ωB97M-V functional and the def2-TZVPD basis.

Structure (ORCA input):
```
! wB97M-V def2-TZVPD RIJCOSX def2/J DEFGRID3
* xyz -1 1
Al -0.316 -0.771 -1.552
H -2.986 2.185 -0.818
H -3.281 1.212 0.709
O -1.705 -0.797 -0.275
H 1.433 -1.262 -3.308
H 1.293 -0.710 2.236
C 1.426 -1.325 -2.223
H -3.912 0.633 -0.873
C 0.804 -2.415 -1.384
C 1.443 -2.339 -0.103
H 1.734 1.135 0.208
C 0.992 1.170 1.021
H 1.368 -3.081 0.695
C 2.364 -0.648 -1.370
H 3.115 -1.112 0.647
H -0.144 2.966 0.379
Br -1.576 -1.190 -3.446
H -0.571 0.285 3.843
C 0.815 0.265 2.105
O -0.794 1.013 -1.137
H -1.450 2.665 2.752
C 2.380 -1.305 -0.131
C -0.226 0.787 2.935
C -0.682 1.999 2.363
H 0.292 -3.310 -1.756
C -1.848 0.470 -0.573
C -3.110 1.190 -0.381
C 0.031 2.205 1.129
H 3.109 0.084 -1.689
*
```

The frontier orbital gap comes out at 5.46 eV. The value obtained for the energy above the lowest of the compared OMol25 structures with the same formula, charge and spin is 10.4 kcal/mol. For the LUMO energy, the calculation gives 2.81 eV.